1.
C4H6O2 in the gas phase. Source: the Open Molecules 2025 dataset; level of theory: ωB97M-V/def2-TZVPD.

Electronic energy = -8338.509 eV
Largest force on an atom = 0.5 eV/A
E_HOMO = -10.004 eV
2S+1 = 1
SMILES = O=CC[C@H]1CO1
ΔE to the lowest compared entry with this formula, charge and spin = 188.40 kJ/mol

Geometry (Å):
H  -2.44155  0.74092  0.84736
H  0.95151  -1.33875  -0.81943
H  -0.49851  -0.78968  1.32927
C  -0.60282  -0.38672  0.32226
C  0.66623  -0.32689  -0.49197
H  0.51589  0.24659  -1.41550
C  1.86925  0.19890  0.24887
O  -1.74549  -0.84857  -0.38380
H  -1.65835  1.24677  -0.74022
H  2.75704  0.38920  -0.39357
O  1.92195  0.36627  1.44381
C  -1.73516  0.50195  0.05292

Partial atomic charges computed with the Löwdin method, in multiples of e: 0.113, 0.135, 0.148, -0.304, -0.107, 0.128, -0.253, -0.040, 0.115, 0.122, 0.056, -0.112

2.
A molecular structure, C40H49AsBN10O4S6Y in a non-equilibrium geometry. Source: the Open Molecules 2025 dataset; level of theory: ωB97M-V/def2-TZVPD.

Electronic energy = -192943.903 eV
Largest force on an atom = 1.6 eV/A
E_HOMO = -1.582 eV
Net charge = -2
2S+1 = 1
ΔE to the lowest compared entry with this formula, charge and spin = 46.09 kJ/mol

Geometry (Å):
C  1.71711  -2.82073  0.67434
C  1.53300  1.71680  4.37822
C  5.52915  -4.86404  1.49144
O  -3.83557  0.83694  -3.19910
C  3.82941  1.37332  3.45397
H  -1.80680  0.48280  4.54192
C  1.24822  -2.51258  -3.54072
N  -1.60294  5.82004  -6.79268
H  -0.79032  5.50174  -7.29798
H  0.49120  1.50193  4.13920
H  -0.88760  -1.00302  -4.15964
H  3.21753  -5.03395  2.94413
C  -3.21861  -0.46018  1.78096
C  -3.31298  -1.21446  -0.58899
H  -4.08805  -1.31678  4.68322
H  -3.74098  4.80010  -2.86953
C  -4.59702  -1.52625  -0.36298
H  -3.02693  6.41525  -4.62665
H  -1.79079  1.63731  -4.99952
N  -2.56682  0.02942  4.06249
C  -2.54788  -0.61437  0.49808
N  1.25616  0.22411  1.32442
H  -0.40085  -3.75980  -2.99120
H  4.86625  -3.19938  -0.52000
C  -3.16698  4.46846  -3.72694
H  -6.94960  -2.69288  0.62002
C  3.17420  -4.31336  2.12779
H  -7.34921  -0.99455  0.38535
H  5.15904  3.01434  3.72799
C  -5.28726  -1.34995  0.90359
H  -5.15930  -1.94002  -1.19831
H  3.56797  3.06686  5.66753
H  1.16413  3.62575  5.29365
O  -4.11835  2.76624  -1.67559
H  -1.52935  0.61733  2.38085
H  1.58809  1.89773  -6.12226
C  4.08923  2.86397  3.57652
H  -2.16164  -2.21190  -4.11414
H  -2.68228  -2.58350  3.12091
S  4.85761  -1.55456  1.18154
C  -6.75146  -1.68332  0.98999
S  6.25069  1.42041  0.52252
C  2.56075  -2.60084  -1.59875
H  -0.40837  -2.46210  2.04091
C  -2.01334  4.92190  -5.79228
S  -1.63181  4.05880  -0.65237
H  -1.47453  6.76237  -6.46214
C  -2.33908  -2.45798  4.14759
C  -0.80084  -2.42181  4.13358
B  1.28456  0.77172  -5.77482
H  2.18486  -0.01840  -5.99038
Y  0.44363  -0.31928  -1.01269
C  0.56002  3.06133  0.12400
C  -1.68537  3.56988  -5.89882
C  -3.00749  -1.21586  4.73905
N  -0.25271  -2.96736  2.91464
H  5.54356  -5.47723  2.39678
H  1.55065  2.87954  0.52336
H  -0.44881  -1.38949  4.29647
N  2.37890  1.11871  3.34592
C  1.79554  0.64936  2.25102
H  4.32712  0.96416  2.58206
H  3.35907  -2.94258  -2.26106
H  1.25211  -4.04066  3.88010
C  2.78606  -2.77494  -0.21137
S  3.17897  0.73395  -1.12641
C  -2.41864  0.09679  2.73997
C  1.92429  -3.55170  1.95357
H  6.36028  -4.15419  1.52867
O  0.56100  -2.33131  0.42645
H  0.24690  0.40333  -6.31658
H  -7.10518  -1.62380  2.01956
N  1.45257  -2.17471  -2.13606
C  -2.81548  3.13052  -3.82976
C  -1.23599  -1.89015  -3.63173
C  -4.59161  -0.86556  1.94524
H  -0.28140  -3.44652  -4.72929
C  1.00413  0.74955  -4.21162
C  1.01063  -3.53929  2.94392
H  -0.40480  -2.99906  4.97084
H  1.44505  -1.65884  -4.19014
H  -2.75899  -1.08857  5.79163
H  3.85382  3.32354  2.61305
N  -1.93392  1.52806  -1.83889
C  -2.76786  5.36333  -4.70931
C  4.23359  -4.12388  1.34372
C  4.16811  -3.03232  0.30305
C  -2.07382  2.68003  -4.92017
S  -3.26023  2.00391  -2.56165
As  5.10731  -0.04615  -0.52245
H  -2.69617  -3.33224  4.69645
H  -5.09426  -0.68472  2.89095
C  -0.12881  4.21603  0.19150
C  3.26304  3.49185  4.70097
H  1.92983  -3.30937  -3.84814
N  0.76404  0.61514  -3.09229
H  5.70323  -5.51540  0.62896
H  -1.07830  3.21423  -6.72258
S  6.04377  -1.20428  -2.03551
C  -1.21041  2.39810  -1.09472
H  -3.47236  -1.87691  -2.64311
N  -0.04376  2.04195  -0.57141
H  0.16452  5.14316  0.66058
N  -1.51912  -1.48919  -2.23677
H  1.77281  1.23825  5.33566
C  -2.73598  -1.53913  -1.91492
H  4.18760  0.83919  4.34172
O  -1.36431  -0.31112  0.40319
H  3.44080  4.56876  4.75537
C  1.77544  3.21470  4.48392
C  -0.18387  -2.98924  -3.73965
H  1.44969  3.68269  3.54901

Löwdin population analysis, charges in e, atoms 1 to 99: -0.339, -0.162, -0.070, -0.325, -0.147, 0.113, -0.226, 0.076, 0.081, 0.103, 0.094, 0.104, -0.121, -0.088, 0.095, 0.097, 0.041, 0.103, 0.108, 0.040, -0.281, 0.149, 0.112, 0.047, -0.088, 0.076, -0.045, 0.082, 0.112, -0.256, 0.128, 0.108, 0.105, -0.370, 0.144, -0.008, -0.183, 0.106, 0.101, 0.490, -0.060, -0.216, -0.155, 0.098, -0.324, 1.023, 0.074, -0.159, -0.208, -0.444, 0.002, 1.285, -0.271, -0.020, -0.170, -0.006, 0.067, 0.080, 0.106, -0.070, -0.224, 0.031, 0.112, 0.112, -0.229, -0.019, -0.040, -0.131, 0.071, -0.162, -0.003, 0.069, -0.099, -0.300, -0.198, 0.000, 0.107, -0.216, -0.082, 0.111, 0.084, 0.116, 0.118, -0.133, -0.043, -0.349, -0.574, -0.038, 0.535, -0.409, 0.111, 0.112, -0.427, -0.207, 0.111, 0.014, 0.077, 0.112, -0.163

3.
7 unconnected molecules or ions with the total composition C14H42O7S7 in a non-equilibrium geometry. Source: the Open Molecules 2025 dataset; level of theory: ωB97M-V/def2-TZVPD.

Electronic energy = -105370.495 eV
Largest force on an atom = 3.8 eV/A
E_HOMO = -8.520 eV
2S+1 = 1
ΔE to the lowest compared entry with this formula, charge and spin = 236.44 kJ/mol

Geometry (Å):
S  12.04450  -12.06134  -0.01109
C  3.99816  -15.57734  2.53798
H  12.96976  -16.43155  2.28478
H  10.69241  -10.54282  1.20336
C  10.71176  -21.18456  7.72375
O  6.39418  -16.83003  2.73180
H  11.35227  -18.62231  7.21278
H  8.55396  -16.58465  -2.46821
C  7.52532  -19.34140  1.46164
H  6.46141  -19.32298  1.69801
H  12.78632  -14.24653  -0.30630
C  7.97408  -15.62903  0.15400
C  7.56597  -20.10038  4.24929
H  8.85775  -17.97784  -1.44250
H  13.80115  -20.38066  -2.15201
H  14.08796  -18.57866  -1.88229
C  4.14104  -18.36049  3.21579
O  13.29825  -11.20487  0.36723
H  9.89897  -17.84850  6.93148
C  8.07441  -17.41548  -1.95067
C  13.48906  -19.35643  -2.35610
H  3.07464  -18.21470  3.38797
C  11.77588  -20.04207  -0.13563
O  9.68998  -20.37713  2.59104
O  5.78047  -15.96342  -1.41007
O  11.21089  -17.96181  -1.88898
S  11.25822  -15.88036  3.92971
S  5.03010  -16.71245  3.48374
H  11.86646  -21.12605  -0.06570
H  11.44552  -11.75262  2.28852
C  10.93528  -11.59685  1.33800
H  7.68756  -18.02583  -2.76671
C  10.32965  -18.84961  6.91160
H  11.75588  -20.87964  7.79388
H  9.11919  -16.73597  4.95784
H  6.53597  -20.44458  4.34267
O  10.92969  -14.53407  3.29759
S  9.43742  -19.88759  8.12851
H  10.47096  -21.62395  6.75573
H  8.20603  -20.47217  5.04942
H  10.37303  -19.34143  5.93984
H  4.22638  -18.59311  2.15433
H  8.36899  -15.02058  -0.65960
O  8.26011  -20.43111  7.35135
H  7.41007  -15.01073  0.85237
H  13.44505  -19.12831  -3.42105
H  4.46920  -14.59690  2.60837
H  12.88342  -13.94849  1.49715
H  8.88155  -16.02577  0.60917
H  4.55802  -19.22100  3.73902
H  7.53529  -19.01336  4.32363
H  10.06010  -12.24648  1.35048
S  8.18894  -20.67896  2.59025
H  11.34670  -14.23256  0.67874
H  10.60956  -22.00147  8.43812
H  7.71296  -19.64107  0.43057
S  6.89091  -16.83094  -0.69030
H  10.81762  -19.72834  0.27840
H  12.65397  -19.56976  0.30480
H  9.89231  -17.99151  4.15382
C  12.33384  -13.78320  0.57047
H  3.97060  -15.87748  1.49048
S  11.66551  -19.39653  -1.85729
C  11.95707  -16.78517  2.47844
C  9.72438  -16.91781  4.06971
H  11.87774  -17.86645  2.59078
H  11.46686  -16.43411  1.57040
H  9.13695  -16.78914  3.16060
H  3.02838  -15.62140  3.03365
H  7.92018  -18.32567  1.43961

Partial atomic charges computed with the Löwdin method, in multiples of e: 0.861, -0.257, 0.045, 0.048, -0.260, -0.608, 0.056, 0.056, -0.270, 0.019, 0.039, -0.252, -0.236, 0.011, 0.040, 0.053, -0.220, -0.599, 0.038, -0.262, -0.229, 0.044, -0.248, -0.619, -0.592, -0.584, 0.863, 0.870, 0.057, 0.056, -0.278, 0.060, -0.288, 0.051, 0.045, 0.037, -0.586, 0.888, 0.058, 0.015, 0.049, 0.045, 0.048, -0.584, 0.050, 0.038, 0.057, 0.055, 0.040, 0.033, 0.038, 0.044, 0.882, 0.019, 0.040, 0.033, 0.833, 0.019, 0.046, 0.018, -0.279, 0.061, 0.823, -0.246, -0.258, 0.045, 0.036, 0.033, 0.051, 0.011